Density functional theory data (ωB97M-V with the def2-TZVPD basis set) for one molecule with the formula C10H19NO at a distorted geometry.

Last column: Mulliken charge in e.
Positions of all 31 atoms, in Å:
1 C 0.465 1.068 0.566  0.309
2 C -1.746 1.261 -0.599  -0.923
3 C -2.588 -0.859 -1.563  -1.432
4 C -4.070 0.502 -0.016  -2.052
5 C -2.127 -0.829 0.863  -1.716
6 C 3.746 1.147 0.369  -1.460
7 C 3.115 -1.150 1.228  -1.674
8 C 2.347 -0.291 -0.981  -1.536
9 C -2.660 0.077 -0.351  2.379
10 C 2.682 0.084 0.420  1.658
11 N 1.511 0.683 1.090  -0.563
12 O -0.478 1.428 -0.206  -0.234
13 H -2.212 2.273 -0.435  0.310
14 H -2.434 -0.429 -2.588  0.303
15 H -3.476 -1.366 -1.758  0.444
16 H -1.741 -1.590 -1.199  0.301
17 H -4.473 0.946 -0.881  0.514
18 H -4.663 -0.344 0.212  0.480
19 H -4.215 1.173 0.852  0.406
20 H -2.742 -1.733 0.930  0.440
21 H -2.241 -0.232 1.828  0.397
22 H -0.996 -1.026 0.806  0.331
23 H 4.661 1.047 -0.338  0.283
24 H 3.350 2.160 0.123  0.327
25 H 4.401 1.133 1.271  0.361
26 H 3.160 -0.723 2.192  0.473
27 H 4.170 -1.295 0.940  0.366
28 H 2.488 -1.986 1.115  0.403
29 H 3.273 -0.696 -1.478  0.407
30 H 1.619 -1.072 -0.899  0.387
31 H 1.875 0.641 -1.516  0.310

Properties
⟨S²⟩ = 2.01
multiplicity = 3
LUMO level (spin up / spin down) = 0.771 / 0.023 eV
orbital gap (spin up / spin down) = 5.9 / 10.1 eV

***

Density functional theory data (ωB97M-V with the def2-TZVPD basis set) for one molecule with the formula C5H6O.

Last column: Mulliken charge in e.
Positions of all 12 atoms, in Å:
1 C 0.846 -0.180 1.320  -1.126
2 C -1.171 -0.940 0.293  -0.554
3 C 0.251 -0.610 -0.054  0.517
4 C 0.165 0.468 -1.099  -0.450
5 C -1.118 0.742 -1.242  -0.384
6 O -1.897 -0.078 -0.401  -0.138
7 H 0.841 -1.007 2.040  0.325
8 H 0.317 0.664 1.781  0.329
9 H 1.872 0.122 1.133  0.319
10 H 0.796 -1.496 -0.394  0.354
11 H 0.972 0.950 -1.624  0.378
12 H -1.668 1.446 -1.849  0.430

Properties
multiplicity = 1
LUMO level = 0.721 eV
orbital gap = 9.5 eV

***

Density functional theory data (ωB97M-V with the def2-TZVPD basis set) for a 2-piece molecular cluster, C5H9NOP overall at a distorted geometry.

Last column: Mulliken charge in e.
Positions of all 17 atoms, in Å:
1 P -0.988 0.123 -1.120  0.219
2 C 0.326 -0.066 0.282  0.228
3 C 0.012 -0.852 1.371  -0.436
4 C 0.967 -1.025 2.347  -0.335
5 C 2.175 -0.395 2.199  -0.236
6 N 2.517 0.378 1.183  -0.589
7 C 1.567 0.509 0.258  -0.254
8 H -1.971 0.502 -0.152  0.028
9 H -0.218 1.175 -1.729  0.002
10 H -0.781 -1.282 -1.419  0.013
11 H -1.934 0.184 -2.199  0.040
12 H -0.960 -1.334 1.438  0.357
13 H 0.749 -1.646 3.209  0.336
14 H 2.928 -0.556 2.972  0.314
15 H 1.811 1.123 -0.613  0.290
16 O -3.131 1.273 -3.644  -1.102
17 H -3.070 1.889 -4.383  0.126

Properties
multiplicity = 1
LUMO level = 3.145 eV
orbital gap = 5.6 eV
net charge = -1

***

Density functional theory data (ωB97M-V with the def2-TZVPD basis set) for a 7-piece molecular cluster, C24H30BF22O12 overall at a distorted geometry.

Last column: Mulliken charge in e.
Positions of all 89 atoms, in Å:
1 B 1.337 -0.144 0.257  0.536
2 F 2.454 0.738 0.153  -0.537
3 F 0.289 0.444 -0.483  -0.231
4 F 1.635 -1.418 -0.264  -0.426
5 F 1.062 -0.312 1.649  -0.399
6 C -1.853 -2.879 3.197  -1.680
7 C -1.801 -1.368 3.160  0.508
8 O -3.141 -0.839 3.337  -0.209
9 C -3.833 -0.606 2.269  0.417
10 O -3.489 -0.746 1.146  -0.525
11 C -5.273 -0.148 2.597  0.852
12 F -5.351 1.192 2.558  -0.248
13 F -6.109 -0.640 1.691  -0.245
14 F -5.659 -0.523 3.825  -0.247
15 H -2.411 -3.378 2.407  0.368
16 H -2.146 -3.212 4.198  0.366
17 H -0.844 -3.302 3.125  0.412
18 H -1.354 -1.060 2.214  0.005
19 H -1.270 -1.008 4.036  0.206
20 C 0.789 2.760 4.227  -1.510
21 C -0.212 1.952 3.416  0.539
22 O -1.550 2.077 3.938  -0.254
23 C -1.758 1.589 5.131  0.455
24 O -1.023 0.893 5.759  -0.560
25 C -3.118 2.016 5.713  0.789
26 F -2.917 2.888 6.732  -0.281
27 F -3.913 2.597 4.818  -0.238
28 F -3.739 0.942 6.243  -0.252
29 H 0.403 3.752 4.463  0.343
30 H 1.696 2.874 3.635  0.378
31 H 1.005 2.222 5.148  0.411
32 H 0.050 0.898 3.381  -0.005
33 H -0.224 2.313 2.392  0.171
34 C 0.718 -5.130 -4.868  -1.148
35 C 0.798 -5.320 -3.347  0.115
36 O -0.356 -4.793 -2.713  -0.323
37 C -0.241 -3.557 -2.231  0.190
38 O 0.638 -2.825 -2.496  -0.367
39 C -1.525 -3.094 -1.534  0.937
40 F -2.262 -4.086 -1.042  -0.298
41 F -1.190 -2.295 -0.540  -0.192
42 F -2.283 -2.399 -2.377  -0.235
43 H 0.443 -4.111 -5.122  0.318
44 H 0.083 -5.878 -5.336  0.327
45 H 1.750 -5.298 -5.195  0.337
46 H 1.691 -4.809 -2.995  -0.012
47 H 0.920 -6.384 -3.150  0.371
48 C 6.008 -0.434 1.556  -1.295
49 C 4.659 -1.113 1.399  0.470
50 O 4.812 -2.439 0.867  -0.360
51 C 4.498 -2.604 -0.394  0.470
52 O 4.288 -1.741 -1.155  -0.446
53 C 4.334 -4.070 -0.803  0.829
54 F 3.043 -4.375 -0.950  -0.218
55 F 4.927 -4.277 -1.993  -0.284
56 F 4.912 -4.912 0.074  -0.275
57 H 6.621 -0.860 2.357  0.328
58 H 5.891 0.596 1.902  0.345
59 H 6.545 -0.439 0.610  0.323
60 H 4.079 -0.511 0.704  -0.157
61 H 4.202 -1.246 2.375  0.303
62 C -2.914 2.693 -1.492  -1.330
63 C -2.293 1.460 -2.113  0.714
64 O -2.592 1.499 -3.521  -0.375
65 C -1.828 0.825 -4.326  0.436
66 O -0.867 0.220 -4.019  -0.457
67 C -2.292 0.847 -5.782  0.870
68 F -3.127 -0.165 -6.022  -0.268
69 F -2.926 1.965 -6.110  -0.250
70 F -1.252 0.695 -6.597  -0.249
71 H -3.143 2.516 -0.449  0.302
72 H -3.822 3.057 -1.977  0.364
73 H -2.232 3.550 -1.499  0.190
74 H -2.572 0.529 -1.635  0.418
75 H -1.211 1.569 -2.046  -0.326
76 C 2.773 3.752 -0.143  -1.156
77 C 1.330 4.169 -0.195  0.088
78 O 0.988 4.714 -1.490  -0.366
79 C 0.702 3.828 -2.422  0.403
80 O 0.937 2.682 -2.341  -0.375
81 C -0.005 4.461 -3.647  0.765
82 F -1.097 3.774 -3.962  -0.181
83 F -0.307 5.742 -3.489  -0.276
84 F 0.845 4.356 -4.688  -0.282
85 H 3.002 3.379 0.862  0.339
86 H 3.413 4.600 -0.392  0.387
87 H 3.038 2.887 -0.748  0.242
88 H 1.082 4.890 0.583  0.364
89 H 0.636 3.342 -0.011  0.044

Properties
multiplicity = 1
LUMO level = 2.461 eV
orbital gap = 10.9 eV
net charge = -1

***

Density functional theory data (ωB97M-V with the def2-TZVPD basis set) for a 2-piece molecular cluster, C3H5N overall at a distorted geometry.

Last column: Mulliken charge in e.
Positions of all 9 atoms, in Å:
1 C -0.114 -1.492 -0.868  0.149
2 C -0.575 0.765 0.439  -0.589
3 C 0.761 0.652 0.375  -0.606
4 N -0.297 -2.211 0.009  -0.404
5 H -0.137 -0.811 -1.714  0.278
6 H -1.138 0.297 1.272  0.252
7 H -1.094 1.470 -0.116  0.291
8 H 1.262 1.262 -0.385  0.258
9 H 1.330 0.067 0.988  0.371

Properties
multiplicity = 1
SMILES = C#N.C=C
LUMO level = 1.071 eV
orbital gap = 10.9 eV

***

Density functional theory data (ωB97M-V with the def2-TZVPD basis set) for a 2-piece molecular cluster, C10H15O2 overall at a distorted geometry.

Last column: Mulliken charge in e.
Positions of all 27 atoms, in Å:
1 C 0.204 2.057 0.356  -1.116
2 C -1.342 1.006 -1.397  -1.182
3 C -1.639 0.472 0.965  -1.180
4 C 0.989 0.128 -1.040  -1.381
5 C 0.778 -0.223 1.373  -0.878
6 C -1.313 1.602 0.091  0.201
7 C 1.112 0.826 0.320  0.379
8 C -0.466 -0.266 -1.433  0.316
9 C -0.682 -0.601 1.123  0.572
10 C -0.727 -1.308 -0.437  0.140
11 O 1.847 -3.020 0.292  -0.585
12 O -0.770 -2.487 -0.480  -0.349
13 H 0.426 2.825 -0.408  0.380
14 H 0.259 2.504 1.422  0.352
15 H -2.368 0.827 -1.694  0.434
16 H -0.722 1.731 -1.830  0.459
17 H -2.668 0.419 1.328  0.374
18 H 2.453 -3.674 -0.138  0.296
19 H 1.165 0.892 -1.894  0.373
20 H 1.643 -0.682 -1.119  0.575
21 H 1.407 -1.150 1.467  0.374
22 H 0.822 0.278 2.350  0.425
23 H -1.987 2.392 0.555  0.427
24 H 2.179 1.108 0.354  0.312
25 H -0.650 -0.774 -2.419  0.467
26 H -0.960 -1.454 1.760  0.504
27 H 1.011 -3.426 0.532  0.310

Properties
⟨S²⟩ = 2.01
multiplicity = 3
LUMO level (spin up / spin down) = -3.746 / -8.203 eV
orbital gap (spin up / spin down) = 8.1 / 6.8 eV
net charge = +1

***

Computed electronic energy (eV) in order:
-14208.196; -7326.423; -18153.746; -110416.677; -4679.767; -14697.022